14
Properties=species:S:1:pos:R:3:forces:R:3 method="wB97M-V/def2-TZVPD" lumo_energy_ev=-0.19 multiplicity=1 e_above_lowest_kj_mol=292.4 total_energy_ev=-10306.5731 gap_ev=9.09
C 1.299500 1.846721 0.215138 -0.456 -1.410 0.534
C 1.722325 0.705077 -0.341358 1.565 1.241 -0.286
C 1.160805 -0.595764 -0.027646 -0.410 -2.457 -1.577
C 0.039221 -0.733946 0.987493 -2.189 1.139 0.559
C -2.806412 0.202102 -0.598182 2.391 0.037 1.261
H 1.665863 2.808494 0.008515 0.785 0.941 -0.567
H 0.537806 1.860340 0.990199 -0.153 -0.282 -0.237
H 2.615638 0.668172 -1.038108 -1.385 0.094 0.707
H 0.285797 -1.225211 1.981428 -0.437 0.666 -1.370
H -3.548768 -0.132316 0.135723 0.536 -0.212 0.073
H -3.210902 0.528208 -1.529255 0.229 0.375 -0.659
N -1.198755 -0.282837 0.838431 2.766 -1.912 1.987
N -1.509913 0.255198 -0.368911 -2.792 0.125 -1.821
O 1.515327 -1.607419 -0.655976 -0.451 1.655 1.397

=====

83
Properties=species:S:1:pos:R:3:forces:R:3 method="wB97M-V/def2-TZVPD" lumo_energy_ev=-1.05 multiplicity=1 e_above_lowest_kj_mol=27.2 total_energy_ev=-89587.1711 gap_ev=7.31
Sn -0.144517 -2.544124 0.313693 0.515 0.780 0.362
C -1.174342 2.230902 -0.755396 -0.980 0.042 0.138
C -1.646103 1.692612 -1.881023 0.220 -0.969 0.707
C -0.968092 1.567322 -3.215913 -0.279 0.079 -0.588
C 0.145831 0.497602 -3.372974 0.033 0.366 -0.318
C 1.398498 0.678304 -2.559107 0.217 -0.237 0.557
C 1.701632 1.661140 -1.703524 0.010 -0.367 -0.001
C 1.092777 3.029469 -1.647123 -0.298 0.388 0.498
C -0.031009 3.167845 -0.594618 0.677 0.097 0.080
C 1.981713 -2.041858 0.397160 -0.232 -0.845 -0.257
H -1.743536 2.052039 0.170417 0.084 0.233 -0.643
H -2.591720 1.130557 -1.810085 0.491 0.179 0.094
H -0.582582 2.535222 -3.566491 -0.331 -0.413 -0.133
H -1.779613 1.255591 -3.885996 0.334 0.340 0.111
H -0.259107 -0.500788 -3.119740 0.066 0.324 -0.034
H 0.418477 0.434635 -4.445057 -0.179 0.013 0.273
H 2.096422 -0.170964 -2.620090 -0.442 0.128 0.349
H 2.440596 1.468051 -0.913437 0.188 0.098 -0.678
H 0.722254 3.343627 -2.626008 0.314 0.023 0.286
H 1.892970 3.725130 -1.347719 -0.217 -0.111 -0.256
H 0.399360 3.012646 0.406425 -0.051 0.133 -0.243
H -0.415799 4.206195 -0.616997 0.134 -0.374 0.084
H 2.317720 -1.880737 1.426342 -0.066 -0.060 -0.386
H 2.127907 -1.136033 -0.203179 0.014 -0.142 0.117
H 2.516003 -2.895659 -0.043058 0.207 0.382 0.060
P 1.337273 -1.164034 -7.857832 2.404 -0.207 -2.663
P -1.911647 -0.860904 -7.664873 -1.552 2.121 -1.752
N 2.758685 -0.136835 -7.979756 0.346 0.716 0.696
N 2.056930 -2.435610 -8.945304 -0.668 -0.661 0.481
N -2.071503 0.911352 -7.613969 0.984 0.325 0.810
N -3.573221 -1.109119 -8.200981 -0.508 -1.057 -0.061
C 0.389732 -0.307901 -9.201604 -0.603 0.109 0.131
C -1.049347 -0.839506 -9.320249 -0.055 -0.530 0.123
C 3.426121 0.347347 -6.846847 0.409 0.495 -1.027
C 4.450927 1.189853 -7.259027 -0.775 -0.657 -0.092
C 4.432900 1.218638 -8.692316 -1.128 -0.836 0.223
C 3.384907 0.402924 -9.108467 0.509 0.563 0.913
C 2.268272 -3.742544 -8.495548 0.205 0.110 -1.097
C 2.754264 -4.510217 -9.548615 -0.289 0.732 0.575
C 2.856537 -3.653977 -10.687749 -0.451 0.839 0.799
C 2.419361 -2.394436 -10.292442 0.018 -0.858 0.151
C -1.757361 1.553484 -6.418179 -0.329 0.454 -0.667
C -1.829757 2.925332 -6.597246 0.017 -0.838 -0.044
C -2.157743 3.148127 -7.970073 0.051 -1.088 -0.070
C -2.268454 1.902174 -8.577387 0.089 0.409 0.542
C -4.394912 -0.385403 -9.075363 -0.438 -0.959 0.024
C -5.521425 -1.142852 -9.371147 1.213 0.027 0.698
C -5.400424 -2.382642 -8.655152 0.843 0.445 0.197
C -4.207906 -2.339501 -7.950353 -0.528 0.797 -0.774
H 0.882186 -0.408512 -10.176804 -0.067 0.065 0.430
H 0.384289 0.763221 -8.948310 -0.069 -0.231 0.032
H -1.624333 -0.242939 -10.045261 0.131 -0.292 0.301
H -1.057617 -1.884169 -9.670901 0.095 0.229 -0.032
H 3.091462 0.043926 -5.867411 0.078 0.074 0.020
H 5.129565 1.736553 -6.621393 -0.067 -0.137 0.013
H 5.096877 1.769531 -9.341371 -0.062 -0.058 0.046
H 3.036609 0.183722 -10.103650 0.120 0.088 0.171
H 2.051561 -3.993756 -7.468729 0.022 -0.055 -0.068
H 3.006152 -5.560564 -9.513754 -0.020 0.131 0.080
H 3.208787 -3.918077 -11.675730 -0.060 0.061 0.145
H 2.336080 -1.492241 -10.879780 0.053 -0.290 0.081
H -1.503811 0.932805 -5.572695 -0.086 0.252 -0.201
H -1.674017 3.675834 -5.833618 0.017 -0.129 -0.126
H -2.298718 4.106800 -8.452737 0.035 -0.202 0.024
H -2.477915 1.654773 -9.609375 0.077 0.137 0.236
H -4.138189 0.607172 -9.400266 -0.066 -0.143 0.081
H -6.330187 -0.849259 -10.023117 0.057 0.045 0.103
H -6.107147 -3.198254 -8.673459 0.083 0.036 0.095
H -3.739593 -3.049744 -7.290030 -0.053 -0.075 0.011
F 1.930214 -0.929932 3.322627 -0.694 0.718 -0.056
C 1.098575 0.116561 3.049460 1.238 0.461 -0.192
F 1.103232 0.919097 4.150470 -0.085 -0.749 -0.998
F 1.666082 0.812229 2.031844 -0.491 -0.569 0.837
C -0.339937 -0.366070 2.637972 -0.040 0.314 -0.769
O -0.453517 -0.736883 1.304372 -0.038 0.407 1.708
C -0.735463 -1.518440 3.584992 -0.446 -0.845 0.565
F -0.305863 -1.355990 4.859566 -0.443 -0.227 -1.201
F -2.072421 -1.724980 3.605503 1.050 0.187 0.049
F -0.179424 -2.687548 3.098162 -0.286 0.645 0.465
C -1.289087 0.857359 2.870167 -0.870 0.939 -0.192
F -1.517561 1.177217 4.174197 0.256 -0.537 -1.064
F -0.768675 1.971176 2.273402 -0.396 -1.007 0.656
F -2.489638 0.618407 2.295425 0.831 0.222 0.458

=====

23
Properties=species:S:1:pos:R:3:forces:R:3 method="wB97M-V/def2-TZVPD" s_squared=6.00 lumo_energy_ev="-9.26 / -9.09" multiplicity=5 e_above_lowest_kj_mol=9.8 total_energy_ev=-38355.7522 gap_ev="8.45 / 8.65" charge=+2
H 2.109142 -1.849020 0.327049 0.021 0.300 -0.036
C 2.228325 -0.764997 0.198159 0.770 -0.590 0.728
H 1.887886 -1.741526 -2.175971 -0.089 0.306 -0.023
H 3.263950 -0.544306 -0.099886 -0.320 0.004 0.148
H 1.979707 -0.258301 1.135944 0.154 -0.116 -0.076
C 1.673639 -0.663219 -2.140345 0.411 -0.269 -1.155
H 2.582002 -0.105586 -2.421643 -0.211 -0.156 0.128
O 1.323544 -0.299800 -0.793794 -1.180 1.443 0.230
C 0.489902 -0.294450 -3.028046 0.342 -1.826 -0.724
H 0.825076 -0.399058 -4.076829 -0.247 0.175 0.373
H -0.305099 -1.050304 -2.865840 0.193 0.406 -0.169
O 0.020004 0.986637 -2.751739 -0.231 1.110 1.960
C -1.438635 2.308221 1.183403 0.226 -0.171 -0.419
H -2.333364 2.597181 0.622137 0.083 0.067 0.238
O -2.465703 0.312945 1.837662 0.711 0.961 -0.432
C -1.465340 1.154647 1.917887 -0.750 -0.267 0.374
C -2.286092 -1.003066 2.371964 0.060 -0.915 0.417
H -1.216522 -1.215313 2.495284 -0.251 0.003 0.055
H -2.711240 -1.690926 1.635570 0.030 0.123 0.276
H -0.675584 0.918159 2.642293 -0.080 -0.021 -0.192
H -2.805868 -1.092768 3.333797 0.100 0.084 -0.343
Ho 0.041408 1.619869 -0.835344 0.512 -0.649 -1.438
H -0.721137 3.074982 1.488287 -0.255 -0.002 0.080